Entry 1:
The following is a DFT calculation (ωB97M-V with the def2-TZVPD basis set) of a structure of composition C14H23NO3W.

Multiplicity: 3
HOMO level (alpha / beta), eV: -14.52 / -14.52
HOMO-LUMO gap (alpha / beta), eV: 7.8 / 6.7
Total charge: +2

Each line ends with the Mulliken charge.
Cartesian coordinates (Å):
W: -0.352 -0.012 -0.418  1.236
O: -2.195 0.845 0.684  -0.502
O: -1.311 1.508 -1.669  -0.462
O: -1.879 -1.478 -0.521  -0.275
N: 0.954 -0.854 0.388  -0.303
C: 4.727 0.266 1.665  -0.754
C: 4.317 -1.036 1.922  -0.772
C: 3.067 -1.509 1.532  0.323
C: -0.863 1.931 -3.001  -0.862
C: -3.136 -1.320 0.200  -0.447
C: -2.117 2.512 -0.976  -0.586
C: 3.894 1.163 1.004  -0.928
C: -2.893 -0.288 1.267  -0.752
C: 2.259 -0.598 0.871  0.675
C: -1.920 -2.509 -1.567  -0.681
C: 2.618 -2.920 1.794  -1.288
C: 1.609 1.560 -0.065  -1.133
C: -3.035 1.755 -0.070  -0.412
C: 2.648 0.717 0.612  1.374
H: -2.676 3.084 -1.714  0.509
H: -3.828 0.038 1.722  0.417
H: 3.409 -3.498 2.267  0.396
H: -3.770 1.186 -0.639  0.307
H: 4.216 2.177 0.806  0.461
H: -0.920 -2.586 -1.981  0.269
H: 4.991 -1.711 2.436  0.418
H: 0.816 1.868 0.637  0.306
H: -0.391 2.908 -2.920  0.371
H: 2.345 -3.421 0.864  0.323
H: 5.709 0.589 1.983  0.419
H: -1.444 3.178 -0.436  0.318
H: -3.397 -2.278 0.648  0.494
H: 1.979 2.469 -0.536  0.564
H: -2.235 -0.664 2.046  0.355
H: -3.548 2.430 0.617  0.422
H: 1.750 -2.945 2.455  0.305
H: -2.642 -2.207 -2.321  0.303
H: 1.229 0.984 -0.964  0.159
H: -1.733 1.965 -3.650  0.357
H: -3.902 -1.042 -0.523  0.405
H: -0.152 1.190 -3.353  0.327
H: -2.202 -3.446 -1.094  0.341

Entry 2:
The following is a DFT calculation (ωB97M-V with the def2-TZVPD basis set) of a structure of composition C14H23OYb.

Multiplicity: 2
HOMO level (alpha / beta), eV: -13.29 / -13.27
HOMO-LUMO gap (alpha / beta), eV: 5.7 / 4.6
Total charge: +2

Each line ends with the Mulliken charge.
Cartesian coordinates (Å):
Yb: -0.498 -0.983 0.469  0.504
O: 0.559 0.898 2.011  -0.695
C: 0.647 3.672 0.731  -0.451
C: 2.044 -1.221 -1.096  -1.174
C: 0.220 -2.885 -0.387  0.279
C: -1.605 -1.807 -1.271  0.382
C: -2.074 -3.556 0.545  -1.011
C: 0.689 -1.808 -1.188  0.234
C: 1.037 1.896 2.451  -0.196
C: 1.022 -3.571 0.649  -1.120
C: -2.964 -1.221 -1.282  -1.079
C: 1.329 3.291 2.318  -0.323
C: -1.199 -2.881 -0.438  0.554
C: 0.838 5.104 0.342  -1.323
C: -0.441 -1.147 -1.737  0.505
C: -0.421 0.208 -2.337  -1.157
H: 0.732 4.048 2.887  0.415
H: -3.135 -0.509 -0.446  0.261
H: 2.375 3.610 2.086  0.411
H: 1.892 5.376 0.262  0.350
H: 1.145 3.000 0.020  0.294
H: -0.414 3.413 0.787  0.348
H: 0.583 -4.549 0.876  0.382
H: -2.203 -2.978 1.485  0.258
H: 2.166 -0.512 -0.250  0.263
H: 2.046 -3.725 0.289  0.372
H: 0.344 5.790 1.039  0.344
H: -3.720 -2.011 -1.197  0.374
H: 2.789 -2.014 -0.965  0.396
H: -3.073 -3.709 0.118  0.376
H: 0.490 0.345 -2.932  0.404
H: -1.657 -4.531 0.816  0.372
H: -0.447 1.023 -1.584  0.184
H: 1.089 -3.008 1.604  0.266
H: -1.289 0.345 -2.991  0.389
H: 0.389 5.278 -0.641  0.374
H: -3.134 -0.673 -2.215  0.367
H: 2.281 -0.673 -2.016  0.392
H: 1.570 2.678 3.189  0.479

Number 1: energy -24330.987 eV, F_max 0.032 Eh/bohr. Number 2: energy -48444.046 eV, F_max 0.269 Eh/bohr.